This record from the Open Molecules 2025 dataset describes 2 unconnected molecules or ions with the total composition C9H10BrN3O at a distorted geometry. The level of theory is ωB97M-V/def2-TZVPD.

Element x y z (Å)
Br (0.400, -2.373, -1.091)
O (-1.631, 0.954, -0.025)
N (-0.145, -0.402, 4.575)
N (0.833, -0.477, 3.805)
N (0.529, 0.557, -0.387)
C (-1.395, -0.221, 4.121)
C (0.464, 0.794, -1.795)
C (-1.577, 0.169, 2.798)
C (-0.209, -1.116, -2.337)
C (1.885, 0.851, -2.378)
C (0.732, -0.260, 2.488)
C (-0.947, -1.193, -3.416)
C (-0.427, 0.225, 1.963)
C (-0.567, 0.606, 0.449)
H (-1.427, -0.354, -3.820)
H (1.771, 1.076, -3.526)
H (2.536, 0.011, -2.361)
H (-2.146, -0.357, 4.788)
H (1.464, -0.419, 1.740)
H (-0.295, 1.341, -2.094)
H (-1.159, -1.986, -4.034)
H (1.417, 0.438, 0.039)
H (2.341, 1.689, -1.760)
H (-2.444, 0.447, 2.256)

Cartesian forces (eV/Å) of the 6 atoms listed first:
Br 0.1 -0.2 -0.6
O -0.2 -0.3 0.6
N -2.3 -0.4 2.3
N 3.7 -0.5 -1.8
N -0.5 1.1 0.9
C 2.0 1.0 -3.3

Output
* LUMO energy: -0.0033 Eh
* total energy: -86050.68982 eV
* HOMO: -8.87 eV
* gap between HOMO and LUMO: 0.3225 hartree
* 2S+1: 1
* relative energy (zero: lowest compared OMol25 entry of this formula, charge and spin): 2.9816 eV
* charge: 0

***

This record from the Open Molecules 2025 dataset describes C9H10BrNO2S in the gas phase at a distorted geometry. The level of theory is ωB97M-V/def2-TZVPD.

Element x y z (Å)
Br (-0.013, -3.453, -0.390)
S (2.240, -1.233, 0.239)
O (2.109, -1.556, 1.618)
O (2.874, -2.302, -0.460)
N (0.905, -0.748, -0.574)
C (-2.510, 0.742, 1.263)
C (-0.090, 0.508, 1.222)
C (-0.269, -2.133, -1.655)
C (-1.449, -0.346, -0.587)
C (-2.618, 0.053, 0.023)
C (-1.391, -1.204, -1.792)
C (-1.258, 0.910, 1.888)
C (3.267, 0.365, 0.133)
C (-0.234, -0.217, 0.057)
H (2.458, 1.022, -0.229)
H (0.817, 0.437, 1.741)
H (-3.605, -0.450, -0.300)
H (-1.218, -0.576, -2.676)
H (4.133, 0.258, -0.622)
H (3.820, 0.602, 0.998)
H (0.311, -2.424, -2.438)
H (-3.398, 0.889, 1.798)
H (-2.385, -1.604, -1.921)
H (-1.173, 1.258, 2.931)

Cartesian forces (eV/Å) of the 6 atoms listed first:
Br -1.4 -1.2 0.4
S 2.4 0.8 0.0
O -1.2 0.7 1.4
O 0.2 -0.1 -1.8
N -2.0 -1.4 -2.0
C 1.2 -1.2 -0.8

Output
* LUMO energy (spin up / spin down): -0.0325 / -0.0325 Eh
* total energy: -95954.06457 eV
* HOMO (spin up / spin down): -8.48 / -8.48 eV
* gap between HOMO and LUMO (spin up / spin down): 0.2791 / 0.2790 hartree
* 2S+1: 1
* relative energy (zero: lowest compared OMol25 entry of this formula, charge and spin): 1.3071 eV
* charge: 0

***

This record from the Open Molecules 2025 dataset describes 2 unconnected molecules or ions with the total composition C9H10ClNO3 at a distorted geometry. The level of theory is ωB97M-V/def2-TZVPD.

Element x y z (Å)
Cl (-0.058, 0.724, -2.428)
O (-3.452, -0.622, -1.378)
O (-1.745, -0.975, 0.698)
O (-2.600, 1.424, -1.183)
N (-2.427, 0.303, -1.687)
C (0.124, 0.398, 1.192)
C (-1.508, -0.206, -2.430)
C (1.189, -0.422, 0.797)
C (1.629, 2.091, 1.861)
C (-1.529, -1.570, -2.952)
C (2.414, 0.104, 0.790)
C (0.320, 1.665, 1.755)
C (-1.266, -0.001, 1.203)
C (2.699, 1.447, 1.286)
H (-0.564, 2.150, 2.249)
H (-3.258, -0.774, -0.510)
H (3.602, 2.014, 1.222)
H (-2.011, 0.723, 1.529)
H (-1.579, -2.342, -2.214)
H (1.038, -1.457, 0.519)
H (-0.760, -1.675, -3.639)
H (-2.519, -1.676, -3.493)
H (3.437, -0.292, 0.527)
H (1.738, 3.000, 2.409)

Cartesian forces (eV/Å) of the 6 atoms listed first:
Cl 0.0 0.1 -0.6
O -1.0 0.8 -4.8
O 0.0 -2.1 -0.6
O 0.8 -0.1 -0.1
N -1.6 0.0 0.5
C -0.2 0.7 1.1

Output
* LUMO energy: -0.0080 Eh
* SMILES: C/C(Cl)=[N+](/[O-])O.O=Cc1ccccc1
* total energy: -29645.47821 eV
* HOMO: -8.66 eV
* gap between HOMO and LUMO: 0.3104 hartree
* 2S+1: 1
* relative energy (zero: lowest compared OMol25 entry of this formula, charge and spin): 0.0000 eV
* charge: 0

***

This record from the Open Molecules 2025 dataset describes 2 unconnected molecules or ions with the total composition C9H10ClNO3S at a distorted geometry. The level of theory is ωB97M-V/def2-TZVPD.

Element x y z (Å)
Cl (-3.039, 1.423, 1.158)
S (0.577, -3.072, -1.190)
O (0.051, 2.072, 2.389)
O (0.649, -2.596, -2.797)
O (1.184, 0.238, 2.367)
N (0.815, 1.284, 1.848)
C (-1.664, 0.231, -0.820)
C (-2.190, 0.173, 0.465)
C (-1.763, -0.916, 1.245)
C (-1.090, -1.956, 0.739)
C (-0.486, -1.889, -0.514)
C (-0.828, -0.783, -1.304)
C (2.161, 0.469, 0.037)
C (1.250, 1.544, 0.512)
C (0.974, 2.754, -0.035)
H (2.640, 0.842, -0.901)
H (0.487, 3.421, 0.498)
H (-0.243, -2.909, -3.137)
H (-2.016, 0.975, -1.461)
H (1.495, -0.312, -0.243)
H (-1.935, -0.914, 2.353)
H (-0.886, -2.860, 1.333)
H (-0.339, -0.549, -2.304)
H (2.776, 0.159, 0.800)
H (1.419, 3.169, -1.036)

Cartesian forces (eV/Å) of the 6 atoms listed first:
Cl -1.1 1.3 0.5
S 0.7 -0.7 -0.2
O 0.3 -0.2 -0.1
O -1.8 -0.9 0.2
O -0.1 0.4 0.0
N -1.6 -0.2 1.6

Output
* LUMO energy: -0.0208 Eh
* SMILES: C=C(C)[N+](=O)[O-].OSc1ccc(Cl)cc1
* total energy: -40480.40812 eV
* HOMO: -8.31 eV
* gap between HOMO and LUMO: 0.2846 hartree
* 2S+1: 1
* relative energy (zero: lowest compared OMol25 entry of this formula, charge and spin): 0.0000 eV
* charge: 0

***

This record from the Open Molecules 2025 dataset describes a molecular structure, C9H10CuN3O2S2Se3Te. The level of theory is ωB97M-V/def2-TZVPD.

Element x y z (Å)
Te (-2.297, -3.827, -0.059)
Se (-2.807, 0.034, 0.089)
Se (-0.083, -2.952, -0.036)
Se (-3.953, -1.936, 0.136)
Cu (-0.226, -0.424, 0.223)
S (0.623, 0.052, 2.558)
S (3.676, 0.100, 2.270)
O (-0.156, 0.142, -2.122)
O (-0.111, 1.657, -3.735)
N (2.019, -0.073, 0.287)
N (-0.218, 2.100, -0.178)
N (-0.123, 2.357, -1.539)
C (5.945, -0.092, -1.103)
C (3.294, -0.096, -0.248)
C (4.347, 0.002, 0.674)
C (-0.136, 3.021, -4.119)
C (2.034, 0.020, 1.604)
C (4.899, -0.198, -2.026)
C (-0.142, 1.301, -2.414)
C (5.671, 0.006, 0.254)
C (3.579, -0.202, -1.610)
H (6.480, 0.081, 0.972)
H (-1.085, 2.428, 0.220)
H (-0.251, 3.294, -1.874)
H (6.971, -0.093, -1.447)
H (5.126, -0.285, -3.082)
H (-1.053, 3.515, -3.788)
H (2.759, -0.298, -2.313)
H (0.740, 3.558, -3.746)
H (0.597, 2.413, 0.327)
H (-0.115, 3.028, -5.205)

Cartesian forces (eV/Å) of the 6 atoms listed first:
Te -0.1 -0.3 0.0
Se 0.3 0.0 0.0
Se 0.1 0.3 0.0
Se -0.1 0.1 0.0
Cu -0.6 -0.3 0.0
S 0.4 0.1 -0.1

Output
* LUMO energy (spin up / spin down): 0.0869 / 0.0529 Eh
* total energy: -287706.49581 eV
* HOMO (spin up / spin down): -3.65 / -3.51 eV
* gap between HOMO and LUMO (spin up / spin down): 0.2210 / 0.1819 hartree
* 2S+1: 2
* expectation value of S²: 0.76
* relative energy (zero: lowest compared OMol25 entry of this formula, charge and spin): 1.0967 eV
* charge: -1

***

This record from the Open Molecules 2025 dataset describes a molecular structure, C9H10FIN2OPdS at a distorted geometry. The level of theory is ωB97M-V/def2-TZVPD.

Element x y z (Å)
I (-1.063, 3.241, 2.313)
Pd (2.717, 0.819, -3.364)
S (0.566, -1.167, -2.279)
F (-3.615, -0.715, -0.998)
O (-2.394, -2.621, -1.890)
N (3.124, -0.017, 0.639)
N (1.183, -1.742, 3.143)
C (-0.382, 0.795, -0.444)
C (-1.779, -1.853, 0.585)
C (0.544, 2.155, -0.290)
C (-2.566, -1.792, -0.852)
C (0.464, -0.607, -0.455)
C (2.059, -0.427, 0.014)
C (0.790, 2.586, 1.302)
C (0.597, -1.779, 1.988)
C (-0.145, -1.800, 0.489)
H (1.301, 1.691, 1.869)
H (-2.103, -0.930, 1.265)
H (1.527, 2.145, -0.925)
H (-2.095, -2.814, 1.212)
H (-0.895, 0.884, -1.519)
H (-1.220, 0.870, 0.369)
H (-0.120, 3.040, -0.738)
H (1.489, 3.553, 1.271)
H (1.819, -0.686, -2.691)
H (0.195, -2.829, -0.013)

Cartesian forces (eV/Å) of the 6 atoms listed first:
I 1.2 -0.7 -0.9
Pd -0.5 -0.2 0.3
S -0.2 0.7 0.7
F 3.6 -3.3 0.9
O -0.8 6.2 7.6
N -9.3 -3.7 -5.9

Output
* LUMO energy: -0.5203 Eh
* total energy: -39622.95148 eV
* HOMO: -16.46 eV
* gap between HOMO and LUMO: 0.0846 hartree
* 2S+1: 1
* relative energy (zero: lowest compared OMol25 entry of this formula, charge and spin): 7.5666 eV
* charge: +2

***

This record from the Open Molecules 2025 dataset describes C9H10FNO in the gas phase at a distorted geometry. The level of theory is ωB97M-V/def2-TZVPD.

Element x y z (Å)
F (1.424, -1.718, -0.486)
O (-2.829, -0.426, 0.093)
N (-0.811, 0.131, 1.000)
C (0.405, -1.364, -1.364)
C (0.706, -0.169, -2.128)
C (0.015, 1.060, 0.984)
C (-1.166, -2.196, 0.169)
C (-1.672, -0.745, 0.484)
C (-0.787, -2.010, -1.231)
C (0.319, 1.852, 2.211)
C (1.123, 1.244, -0.090)
C (0.839, 1.046, -1.603)
H (-1.607, -1.923, -1.887)
H (-2.068, -2.823, 0.277)
H (1.964, 0.521, 0.346)
H (0.657, -0.256, -3.129)
H (1.033, 1.969, -2.297)
H (-0.537, 2.189, 2.873)
H (1.510, 2.208, 0.220)
H (-0.335, -2.476, 0.889)
H (0.855, 2.724, 1.919)
H (0.962, 1.164, 2.752)

Cartesian forces (eV/Å) of the 6 atoms listed first:
F -0.8 0.6 -0.1
O 2.7 -0.6 1.1
N -1.2 -0.1 0.4
C -0.5 -1.5 0.4
C -0.3 0.7 1.8
C 0.7 -0.7 -0.9

Output
* LUMO energy: 0.0168 Eh
* SMILES: C/C1=N/C(=O)C/C=C(F)/C=C\C1
* total energy: -15746.50510 eV
* HOMO: -8.72 eV
* gap between HOMO and LUMO: 0.3372 hartree
* 2S+1: 1
* relative energy (zero: lowest compared OMol25 entry of this formula, charge and spin): 1.5557 eV
* charge: 0

***

This record from the Open Molecules 2025 dataset describes a molecular structure, C9H10FNOP2 at a distorted geometry. The level of theory is ωB97M-V/def2-TZVPD.

Element x y z (Å)
P (-1.459, 0.305, -0.303)
P (-2.821, -2.144, 1.134)
F (-3.601, -1.909, -1.890)
O (-0.344, 0.075, 0.876)
N (-2.229, -1.282, -0.254)
C (-1.382, -1.723, -2.496)
C (1.873, 2.850, 0.393)
C (1.560, 0.752, 2.144)
C (2.716, 1.487, 2.187)
C (0.665, 0.944, 1.127)
C (-0.035, -1.698, -2.413)
C (-2.346, -1.623, -1.499)
C (0.723, 2.074, 0.261)
C (2.831, 2.525, 1.328)
H (0.627, -1.924, -3.229)
H (-2.089, -3.286, 0.994)
H (0.366, -1.458, -1.441)
H (3.417, 1.513, 3.039)
H (0.209, 2.186, -0.711)
H (1.949, 3.645, -0.357)
H (3.625, 3.304, 1.386)
H (1.434, -0.085, 2.823)
H (-1.905, -1.961, -3.385)
H (-3.785, -2.567, 0.289)

Cartesian forces (eV/Å) of the 6 atoms listed first:
P -1.3 -0.6 0.4
P -0.1 1.5 0.6
F -0.7 -0.2 -0.3
O -0.1 -1.3 0.9
N 2.1 2.8 2.9
C 0.0 -0.6 -0.5

Output
* LUMO energy (spin up / spin down): -0.0052 / -0.0169 Eh
* total energy: -34324.06780 eV
* HOMO (spin up / spin down): -7.18 / -7.06 eV
* gap between HOMO and LUMO (spin up / spin down): 0.2587 / 0.2428 hartree
* 2S+1: 1
* relative energy (zero: lowest compared OMol25 entry of this formula, charge and spin): 0.0000 eV
* charge: 0

***

This record from the Open Molecules 2025 dataset describes a molecular structure, C9H10FeN2O4S5. The level of theory is ωB97M-V/def2-TZVPD.

Element x y z (Å)
Fe (-0.171, 0.004, -0.742)
S (-1.684, 0.070, -2.505)
S (-0.041, -2.304, -0.922)
S (-1.474, -4.222, -2.775)
S (-2.893, -2.187, -4.137)
S (-3.347, -5.030, -4.970)
O (2.634, 0.292, -1.165)
O (-2.003, 2.207, 0.844)
O (-0.337, 2.007, -0.669)
O (-1.310, -0.159, 2.125)
N (1.731, 0.075, -0.301)
N (-0.193, -0.070, 1.310)
C (-1.153, -2.599, -2.216)
C (-1.203, 2.646, -0.003)
C (1.134, -0.571, 3.310)
C (-1.269, 4.141, -0.321)
C (2.077, -0.146, 0.952)
C (3.510, -0.125, 1.365)
C (0.951, -0.259, 1.856)
C (-1.833, -1.624, -2.872)
C (-2.589, -3.864, -4.023)
H (3.921, 0.891, 1.329)
H (-0.334, 4.488, -0.760)
H (-1.861, 0.530, 1.697)
H (-1.511, 4.707, 0.578)
H (1.682, -1.510, 3.418)
H (4.104, -0.719, 0.666)
H (1.718, 0.210, 3.802)
H (3.644, -0.518, 2.374)
H (-2.070, 4.296, -1.047)
H (0.169, -0.658, 3.801)

Cartesian forces (eV/Å) of the 6 atoms listed first:
Fe 0.1 0.3 0.5
S -0.1 0.0 0.0
S 0.0 -0.1 0.0
S 0.0 0.0 -0.1
S 0.1 0.0 0.0
S 0.1 0.0 0.0

Output
* LUMO energy (spin up / spin down): 0.1695 / 0.1695 Eh
* total energy: -109229.63159 eV
* HOMO (spin up / spin down): -0.92 / -0.73 eV
* gap between HOMO and LUMO (spin up / spin down): 0.2031 / 0.1964 hartree
* 2S+1: 1
* charge: -2

***

This record from the Open Molecules 2025 dataset describes a molecular structure, C9H10HfN2O at a distorted geometry. The level of theory is ωB97M-V/def2-TZVPD.

Element x y z (Å)
Hf (-0.402, 0.110, 0.706)
O (-2.331, 0.413, 4.790)
N (-1.221, 0.120, 2.644)
N (0.369, -1.714, 0.129)
C (-2.085, -0.061, -1.223)
C (-2.058, 1.172, -0.497)
C (-1.784, 0.269, 3.717)
C (-0.909, -0.143, -2.016)
C (-0.132, 1.023, -1.779)
C (1.753, -0.884, 0.280)
C (-0.809, 1.833, -0.812)
C (2.692, -1.608, -0.502)
C (1.857, 0.397, 0.890)
H (-0.528, 2.849, -0.521)
H (2.021, 0.409, 1.996)
H (3.742, -1.321, -0.698)
H (0.789, -2.794, -0.090)
H (2.509, -2.621, -0.975)
H (0.757, 1.298, -2.339)
H (-2.876, 1.585, 0.083)
H (-2.938, -0.746, -1.307)
H (2.291, 1.305, 0.292)
H (-0.706, -0.891, -2.768)

Cartesian forces (eV/Å) of the 6 atoms listed first:
Hf 1.4 -3.6 0.2
O 1.7 -0.5 -3.4
N -0.9 0.4 1.4
N 2.5 -1.2 1.7
C -0.1 0.5 -0.5
C -0.1 0.7 -1.1

Output
* LUMO energy: 0.0040 Eh
* total energy: -15827.72345 eV
* HOMO: -7.70 eV
* gap between HOMO and LUMO: 0.2872 hartree
* 2S+1: 1
* charge: 0

***

This record from the Open Molecules 2025 dataset describes C9H10N2O in the gas phase at a distorted geometry. The level of theory is ωB97M-V/def2-TZVPD.

Element x y z (Å)
O (-1.386, -1.111, 0.805)
N (1.774, -0.044, -1.550)
N (1.272, -1.981, -0.221)
C (-2.186, -2.305, 0.647)
C (0.636, 0.989, -1.492)
C (1.583, 2.838, -0.302)
C (-0.108, 0.556, -0.210)
C (1.165, 2.351, -1.472)
C (0.496, 1.056, 0.927)
C (1.725, -1.001, -0.794)
C (1.378, 2.100, 0.822)
C (-0.860, -0.574, -0.287)
H (-3.084, -2.121, 0.137)
H (0.021, 0.713, -2.354)
H (-1.337, -0.913, -1.199)
H (1.646, 2.551, 1.775)
H (1.282, -2.126, 0.723)
H (-2.454, -2.801, 1.655)
H (0.229, 0.613, 1.917)
H (1.416, 2.662, -2.471)
H (2.066, 3.922, -0.184)
H (-1.606, -2.905, -0.013)

Cartesian forces (eV/Å) of the 6 atoms listed first:
O -0.7 -0.7 1.8
N 1.6 -0.5 0.2
N 0.4 -0.5 -2.7
C 1.0 -0.1 1.5
C -1.5 -2.6 1.3
C 1.4 4.0 -2.5

Output
* LUMO energy (spin up / spin down): 0.0048 / 0.0048 Eh
* SMILES: CO/C=C1\C=CC=C[C@H]1N=C=N
* total energy: -14518.46247 eV
* HOMO (spin up / spin down): -7.50 / -7.50 eV
* gap between HOMO and LUMO (spin up / spin down): 0.2806 / 0.2806 hartree
* 2S+1: 1
* relative energy (zero: lowest compared OMol25 entry of this formula, charge and spin): 5.4612 eV
* charge: 0

***

This record from the Open Molecules 2025 dataset describes 2 unconnected molecules or ions with the total composition C9H10N2S2 at a distorted geometry. The level of theory is ωB97M-V/def2-TZVPD.

Element x y z (Å)
S (2.054, 1.789, -0.257)
S (1.610, -0.632, 1.319)
N (-2.928, -0.775, 0.462)
N (-1.246, -0.562, -1.107)
C (-1.689, -2.625, -0.223)
C (-2.237, 2.596, -0.166)
C (2.831, -0.849, -1.061)
C (-1.014, -1.845, -1.142)
C (1.757, 2.255, 1.435)
C (-2.073, 1.415, 0.053)
C (-2.869, -2.092, 0.363)
C (-2.201, 0.056, -0.109)
C (2.160, 0.048, -0.077)
H (-1.441, -3.769, -0.172)
H (2.239, 3.342, 1.665)
H (-0.820, 0.133, -1.700)
H (2.136, 1.491, 2.160)
H (-3.647, -2.756, 0.797)
H (0.657, 2.498, 1.636)
H (3.571, -1.386, -0.490)
H (-2.253, 3.610, -0.077)
H (2.017, -1.454, -1.309)
H (3.384, -0.489, -1.998)

Cartesian forces (eV/Å) of the 6 atoms listed first:
S 0.6 -0.5 -0.3
S 0.0 -0.5 -0.5
N -3.1 0.3 2.4
N -1.9 2.6 2.2
C -2.3 -2.6 1.1
C 0.7 -2.8 0.8

Output
* LUMO energy: -0.0175 Eh
* total energy: -34139.65372 eV
* HOMO: -7.83 eV
* gap between HOMO and LUMO: 0.2702 hartree
* 2S+1: 1
* relative energy (zero: lowest compared OMol25 entry of this formula, charge and spin): 6.3682 eV
* charge: 0